The following is a DFT calculation (ωB97M-V with the def2-TZVPD basis set) of C19H32F2N8O5S2 as an isolated structure in a non-equilibrium geometry.

Structure (XYZ):
```
68
Properties=species:S:1:pos:R:3:nbo_charge:R:1
C 4.45 -0.33 1.09 -0.44
S 0.42 -1.98 -0.43 2.19
N 0.24 -0.59 -3.17 -0.29
H 1.44 4.85 -2.55 0.26
C 5.63 -1.12 -3.19 0.31
N 1.04 -1.18 0.99 -0.80
H -0.59 1.16 -5.73 0.29
C 7.49 -2.03 1.32 -0.27
H 1.94 0.71 1.68 0.27
C -5.15 -1.63 3.79 0.30
H -1.57 1.76 -4.39 0.26
C -1.18 0.85 -4.86 -0.74
H -2.43 4.94 -8.36 0.25
N -7.41 3.40 2.78 -0.35
H -5.49 -3.42 8.01 0.25
H -6.39 0.52 3.75 0.27
O -1.16 -1.99 -0.49 -0.82
C 5.77 -0.82 0.19 -0.09
C -6.67 -1.67 7.71 0.30
S -0.17 -1.01 2.25 2.22
H -6.05 -3.20 6.36 0.26
H 0.27 3.62 -2.10 0.26
C 3.24 -0.08 -0.02 -0.42
H 8.38 -2.00 2.10 0.21
C -6.65 1.41 4.34 -0.74
O -0.92 -2.37 2.53 -0.79
O 0.63 -0.71 3.58 -0.81
C 5.97 -2.52 -3.50 -0.73
H 3.25 -1.05 -0.72 0.23
C -1.75 3.11 -7.49 0.33
C -0.39 0.05 -3.92 0.39
C -6.33 -3.07 7.41 -0.73
H 6.58 -2.69 1.74 0.17
H 6.81 -2.87 -2.89 0.26
H -7.44 1.12 5.04 0.27
C -2.03 4.55 -7.41 -0.73
H 4.67 0.69 1.62 0.23
H 7.81 -2.54 0.32 0.17
N -6.29 -1.80 3.68 -0.36
H 5.88 -0.05 -0.72 0.23
N -0.55 4.60 -5.05 -0.38
H 4.09 -1.19 1.83 0.22
H 5.13 -3.20 -3.30 0.26
H 6.25 -2.65 -4.55 0.26
H -1.13 5.13 -7.18 0.28
N -6.94 -0.57 7.95 -0.34
H -3.24 -2.16 4.59 0.26
H -2.04 0.29 -5.24 0.27
O 6.96 -0.69 1.05 -0.57
F 0.87 -3.66 -0.27 -0.48
C -3.70 -1.41 3.93 -0.74
H 1.11 0.83 -0.03 0.22
H -3.18 -1.47 2.96 0.28
N -1.53 1.97 -7.55 -0.39
H -3.47 -0.43 4.36 0.25
C 0.09 4.33 -4.11 0.33
C 1.75 0.12 0.68 -0.28
H -5.77 1.68 4.93 0.25
O 0.89 -1.39 -1.78 -0.73
H 1.63 3.21 -3.15 0.27
N 5.36 -0.02 -2.95 -0.36
H 5.67 -1.92 -0.20 0.18
F -1.32 0.23 1.96 -0.45
H -2.77 4.78 -6.64 0.26
H -7.17 -3.74 7.61 0.26
C -7.08 2.53 3.47 0.30
C 0.89 3.99 -2.93 -0.73
H 3.41 0.83 -0.72 0.24
```

Calculated values
Total energy: -2553.06508 a.u.
HOMO energy: -9.870 eV
E_LUMO: -1.887 eV

The following is a DFT calculation (ωB97M-V with the def2-TZVPD basis set) of one molecule with the formula C3H6N4O in a non-equilibrium geometry.

Structure (XYZ):
```
14
Properties=species:S:1:pos:R:3:nbo_charge:R:1
H 3.01 -0.64 0.50 0.23
N -0.77 2.07 -0.25 -0.68
H 1.36 -0.04 -1.37 0.35
H -3.36 0.34 0.59 0.22
H 0.18 1.92 -0.55 0.32
N -0.29 -0.31 -0.49 -0.05
O -0.96 -1.50 -0.28 -0.17
N -2.26 -1.27 -0.08 -0.05
H 1.80 0.79 0.77 0.18
H 1.61 -1.06 1.11 0.20
N 1.06 -0.70 -0.64 -0.40
C 1.92 -0.36 0.48 -0.44
C -2.27 -0.06 0.34 -0.05
C -1.04 0.81 -0.13 0.34
```

Calculated values
Total energy: -411.94265 a.u.
Relative energy (zero: lowest compared OMol25 entry of this formula, charge and spin): 699.13 kJ/mol
HOMO energy: -8.972 eV
SMILES string: [H]/N=c1/cnon1NC
E_LUMO: 0.490 eV

The following is a DFT calculation (ωB97M-V with the def2-TZVPD basis set) of a 6-piece molecular cluster, C56H76N2O18 overall in a non-equilibrium geometry.

Structure (XYZ):
```
152
Properties=species:S:1:pos:R:3:lowdin_charge:R:1
C -6.35 -2.78 -5.22 -0.11
H -1.16 7.57 0.08 0.16
H 5.11 5.79 -1.26 0.12
H 11.50 -1.52 2.01 0.11
C 0.71 7.95 -1.88 -0.53
C 6.01 4.48 0.32 -0.17
C 6.60 -5.82 -0.73 0.00
H 6.32 -6.32 -4.98 0.09
C 7.83 -5.58 -1.69 -0.03
C -8.39 3.97 4.07 -0.54
H -6.11 -0.64 4.14 0.14
C 11.57 0.27 -1.20 -0.21
H 0.96 -3.09 1.10 0.13
H -8.38 5.95 5.98 0.14
C -11.58 -2.28 2.90 -0.53
C 4.79 5.38 -0.25 -0.16
C -8.42 -2.03 -4.83 -0.54
C 8.10 -4.78 1.35 0.06
O -7.80 -1.32 2.05 0.09
H -4.43 -1.28 -1.77 0.07
H -13.33 -4.04 0.98 0.14
C -1.07 -3.21 0.10 -0.08
C 5.25 -6.28 -1.33 -0.09
H -2.88 9.21 -0.55 0.09
H 4.23 -7.44 0.28 0.12
C -8.13 -0.90 3.38 -0.34
H 0.84 -5.84 0.69 0.09
C 9.50 1.51 -2.23 -0.20
H 10.32 2.10 -2.77 0.10
H -11.06 -3.44 0.47 0.17
O -9.71 4.31 4.19 0.09
H 11.34 -4.51 1.34 0.13
O 1.38 8.18 -0.72 0.05
H 7.04 4.84 -1.74 0.11
C 11.87 -0.02 0.35 -0.22
H -6.31 -3.07 -6.28 0.14
H 4.20 -6.75 -3.42 0.10
C 3.94 -6.61 -0.47 -0.18
H -7.19 -1.58 5.20 0.14
C -3.68 -2.46 0.12 -0.06
H 11.66 0.92 0.96 0.10
H 10.05 -0.72 -2.50 0.11
C -6.31 -1.30 -5.00 -0.35
H 4.15 -4.61 0.71 0.10
H -10.30 3.55 6.00 0.16
C 9.21 -5.15 -0.97 -0.23
H 9.02 1.73 0.03 0.11
C 6.39 -6.18 -3.84 -0.04
H 8.06 -4.38 2.43 0.13
H -12.54 -2.35 -1.30 0.09
H -1.68 10.47 -0.77 0.09
H 9.95 -0.94 1.14 0.11
N 0.79 -5.03 0.05 -0.09
H -11.13 5.81 6.84 0.09
C 6.81 -5.61 0.83 -0.26
H 2.89 -5.82 1.33 0.12
H 6.79 2.05 -0.43 0.11
O -6.54 -2.53 3.47 0.07
H 12.33 -0.31 -1.85 0.11
H 2.67 6.12 -2.05 0.11
H 13.00 -0.24 0.48 0.11
C -0.95 -2.53 -1.29 -0.18
N 3.51 4.64 -0.41 -0.16
C 2.98 3.46 0.24 -0.08
O 0.31 -2.51 -1.97 -0.04
O -7.67 -0.93 -5.15 0.09
H 6.46 5.06 1.22 0.11
H -5.44 0.51 -5.78 0.09
O -7.89 3.56 3.06 0.15
C 8.96 2.34 -0.95 -0.21
C 7.21 4.28 -0.74 -0.19
C 5.16 -6.44 -2.89 -0.01
H -0.21 -4.30 1.85 0.12
H -12.52 -0.86 -0.33 0.09
C -6.96 -2.38 2.18 -0.53
O -12.59 -3.17 2.72 0.07
H 11.83 1.38 -1.37 0.10
C -3.54 -1.80 -1.28 -0.07
H 8.65 1.24 -2.97 0.11
C 2.15 -4.68 -0.48 -0.22
C 11.04 -2.59 0.11 -0.18
C 1.29 4.28 -1.41 -0.08
H 10.16 -3.29 2.07 0.11
H 0.72 10.00 -0.04 0.14
C 9.24 -4.56 0.51 -0.11
O -6.62 -3.08 1.27 0.12
O 1.21 7.52 -2.89 0.13
H -5.56 -3.31 -4.68 0.14
H -6.00 -1.06 -3.97 0.15
C -5.44 -0.56 -5.99 -0.02
C -12.99 -3.07 1.36 -0.11
H 0.14 -2.03 -2.82 0.10
H -11.98 5.23 5.40 0.09
H 2.21 -5.15 -1.53 0.11
C -0.85 8.51 -0.37 -0.34
H -9.24 0.86 2.85 0.10
H -8.46 4.60 7.14 0.14
H 4.65 6.26 0.47 0.13
O -11.13 -1.80 1.70 0.09
C 10.05 0.08 -1.66 -0.21
C 2.55 5.17 -1.38 -0.07
C -1.91 9.57 -0.19 -0.02
H -4.41 -0.93 -5.97 0.09
H 0.89 2.30 -0.02 0.08
C 11.06 -1.25 0.99 -0.23
H -4.69 -2.43 0.64 0.05
C -2.15 -1.83 -1.99 -0.03
H 3.15 -7.08 -1.17 0.12
H -5.83 -0.67 -7.01 0.09
C 0.51 8.93 0.11 -0.11
H -2.03 -1.33 -3.02 0.09
H 12.15 -2.86 -0.11 0.12
H 5.66 3.47 0.74 0.09
O -11.14 -1.95 3.97 0.14
H 8.16 4.70 -0.27 0.10
H 10.47 -2.52 -0.87 0.10
C 10.50 -3.78 1.08 -0.14
H 0.67 8.68 1.16 0.14
H -10.76 6.48 5.23 0.09
C 1.57 3.16 -0.35 -0.09
H -2.02 9.85 0.87 0.09
C -11.73 -2.60 0.69 -0.34
O 6.05 -6.07 1.73 0.01
C -6.94 -1.35 4.16 -0.10
C -11.98 -1.78 -0.56 -0.02
H -8.49 0.94 4.45 0.09
H -2.59 -3.64 1.85 0.09
C -9.96 4.50 5.57 -0.35
H 3.55 2.89 1.05 0.10
H -11.03 -1.48 -1.01 0.09
C 7.77 -5.76 -3.23 0.00
O 10.34 -5.30 -1.54 0.03
C 3.36 -5.37 0.37 -0.16
O -7.63 -3.13 -4.71 0.07
C -11.01 5.57 5.78 -0.02
O -9.61 -2.02 -4.69 0.15
H -7.51 1.13 2.98 0.09
C -8.35 0.60 3.43 -0.02
H 2.34 -3.55 -0.54 0.11
O -7.73 4.15 5.24 0.06
H 7.02 2.52 -2.20 0.11
C 7.40 2.72 -1.14 -0.19
H 9.66 3.23 -0.81 0.10
C -2.47 -3.16 0.81 -0.01
H -9.04 -1.43 3.68 0.13
H -13.81 -2.35 1.29 0.14
C 0.19 -3.91 0.84 -0.20
H 0.36 4.42 -2.04 0.08
O -0.61 8.27 -1.76 0.09
C -8.60 4.89 6.09 -0.11
H 9.32 -0.21 -0.84 0.09
H 8.70 -5.59 -3.89 0.11
```

Calculated values
Total energy: -3642.79576 a.u.
HOMO energy: -7.454 eV
SMILES string: O=C1C(CCCCCCCCCCCCn2cccc2)=CC(=O)c2c(CCCNCc3ccccc3O)cccc21.C[C@@H]1COC(=O)O1.C[C@@H]1COC(=O)O1.C[C@@H]1COC(=O)O1.C[C@@H]1COC(=O)O1.C[C@@H]1COC(=O)O1
E_LUMO: -1.175 eV

The following is a DFT calculation (ωB97M-V with the def2-TZVPD basis set) of C24H48NO21Ti as an isolated structure in a non-equilibrium geometry.

Structure (XYZ):
```
95
Properties=species:S:1:pos:R:3:mulliken_spin:R:1
C -3.99 -1.69 21.75 0.00
H -4.79 -2.37 22.08 0.00
H -2.67 2.73 22.11 0.00
H -9.16 1.56 24.56 0.00
O -9.82 -4.63 25.96 0.06
O -7.26 -2.40 21.59 0.02
H -11.39 -2.22 28.52 0.01
C -9.12 0.59 25.05 0.13
C -11.42 -1.39 21.31 0.00
H -7.81 2.68 20.02 0.00
H -4.27 0.99 23.98 0.00
O -12.49 -2.34 21.62 0.00
O -2.40 -2.53 19.71 0.00
H -12.06 0.07 22.84 0.00
C -11.38 -4.80 23.64 0.01
H -11.70 -0.68 20.53 0.00
H -9.25 1.66 19.79 0.00
H -11.42 -6.63 28.93 0.00
C -12.83 -3.27 20.76 0.00
H -10.98 -1.17 23.42 0.02
H -0.25 -3.19 22.82 0.00
C -14.66 -4.60 20.20 0.00
O -4.47 2.10 21.81 0.00
O -1.27 -3.75 21.10 0.00
H -10.14 -4.79 22.00 0.00
C -3.65 3.14 22.36 0.00
O -11.69 -5.47 24.91 0.01
O -10.22 -1.76 26.00 -0.14
H -12.62 -2.05 27.26 0.00
H -4.27 -1.42 20.73 0.00
H -3.75 4.09 21.84 0.00
O -6.94 -1.49 26.80 -0.03
O -6.21 -0.83 28.83 0.00
H -4.04 -0.79 22.37 0.00
H -3.80 3.09 23.44 0.00
O -8.84 -2.66 22.93 -0.05
C -10.81 -5.36 25.94 0.00
H -12.29 -4.87 23.05 0.00
H 0.36 -5.64 23.30 0.00
C -0.84 -4.01 22.41 0.00
O -6.37 3.33 22.15 0.00
H -8.16 -0.09 21.17 0.00
O -12.18 -3.54 19.74 0.00
O -2.83 -2.42 21.99 0.00
H -1.66 -4.02 23.13 0.00
H -8.42 1.34 22.05 0.00
O -7.03 -2.22 23.69 0.06
C -4.58 -0.35 25.64 -0.01
H -5.00 -1.19 25.09 0.02
H -15.42 -5.21 20.69 0.00
C -7.41 -1.24 29.55 0.02
H -10.83 -6.37 22.34 0.00
N -7.69 -2.43 22.72 0.01
H -13.99 -1.84 29.02 0.00
C -11.18 -0.52 22.57 0.00
C -12.10 -1.53 28.06 0.00
H -11.24 -3.73 23.75 0.00
H -7.29 -2.31 29.71 0.00
H -7.68 1.06 19.16 0.00
C -5.79 2.27 21.85 0.00
H -9.47 -5.73 23.39 0.00
C -0.01 -5.32 22.32 0.00
H -13.73 -0.12 28.59 0.00
H -4.85 1.76 25.41 0.00
O -10.07 0.52 26.08 0.00
C -6.13 -0.88 27.45 0.04
H -0.63 -6.13 21.94 0.00
H -9.33 -0.17 24.29 -0.03
C -13.27 -1.02 29.00 0.00
O -6.37 1.09 21.49 0.00
C -10.53 -0.66 26.47 0.06
C -4.97 0.87 24.80 0.00
H 0.73 -5.20 21.53 0.00
C -2.16 -2.87 20.88 0.00
H -12.84 -0.76 29.96 0.00
Ti -8.34 -3.04 25.36 2.80
C -8.17 1.65 19.93 0.00
H -8.36 -1.01 29.07 0.00
H -14.03 -5.31 19.66 0.00
C -7.82 0.95 21.22 0.00
O -13.91 -3.92 21.17 0.00
H -10.38 0.21 22.49 0.00
C -10.35 -5.50 22.79 0.03
H -9.84 -6.78 28.24 0.00
O -11.44 -0.41 27.47 0.00
H -15.20 -3.94 19.51 0.00
H -6.00 0.80 24.44 0.00
O -11.29 -6.07 26.93 0.00
H -8.11 0.38 25.42 -0.05
H -10.37 -5.21 28.71 0.01
H -10.58 -1.99 20.97 0.00
C -10.73 -6.14 28.25 0.00
H -7.31 -0.68 30.48 0.00
O -5.04 -0.28 27.03 0.00
H -3.49 -0.36 25.68 0.00
```

Calculated values
Total energy: -3427.37020 a.u.
Multiplicity: 4
HOMO energy (alpha / beta): -4.350 / -9.458 eV
<S²>: 3.7524
E_LUMO (alpha / beta): 0.186 / 0.082 eV